Record 1
{
  "formula": "CH10N6",
  "method": "ωB97M-V/def2-TZVPD",
  "molar_mass_da": 106.13,
  "lumo_energy_ev": -7.08,
  "e_above_lowest_kj_mol": 348.7,
  "gap_ev": 9.19,
  "e_homo_ev": -16.265,
  "e_tot_ha": -371.84224,
  "charge": 2,
  "elements": ["H", "H", "H", "N", "H", "C", "N", "H", "H", "N", "N", "H", "H", "N", "N", "H", "H"],
  "positions_angstrom": [[9.304, -1.343, 0.638], [-9.037, -0.957, -0.437], [-6.759, 2.032, 0.192], [-6.284, -1.285, 0.224], [-9.102, 0.686, -0.678], [-8.438, -0.077, -0.417], [-6.493, 1.093, 0.078], [11.284, 1.563, 0.385], [-6.329, -1.726, -0.684], [9.465, -0.967, -0.261], [10.152, 0.025, -0.419], [-6.750, -1.855, 0.929], [10.577, 0.493, 1.487], [-7.262, 0.068, 0.034], [10.897, 0.633, 0.513], [-5.547, 1.093, -0.311], [10.322, 0.523, -1.275]],
  "forces_ev_per_a": [[0.5, -0.1, 1.8], [0.7, -1.3, 0.5], [-1.7, 0.9, 0.3], [-1.5, 3.0, 0.2], [-0.1, 2.1, -0.5], [-0.8, -0.3, 0.7], [2.9, 2.1, 0.2], [-0.2, -0.1, -0.8], [-0.4, -0.2, -0.3], [-0.6, 0.7, -3.5], [1.0, 0.4, 2.8], [-0.2, 0.1, -0.1], [0.4, -0.2, -0.8], [1.5, -5.3, -1.4], [-0.4, -0.2, 2.2], [-0.5, -1.2, 0.3], [-0.6, -0.6, -1.7]]
}


Record 2
{
  "formula": "C8H6",
  "method": "ωB97M-V/def2-TZVPD",
  "smiles": "C#Cc1ccccc1",
  "molar_mass_da": 102.14,
  "lumo_energy_ev": 0.32,
  "e_above_lowest_kj_mol": 111.0,
  "gap_ev": 9.19,
  "e_homo_ev": -8.865,
  "e_tot_ha": -308.25642,
  "charge": 0,
  "elements": ["H", "C", "C", "C", "H", "C", "H", "C", "C", "C", "C", "H", "H", "H"],
  "positions_angstrom": [[-2.531, -2.375, -2.934], [0.910, 1.218, 1.667], [1.342, -0.107, 1.390], [0.792, -0.799, 0.269], [1.193, -1.848, 0.066], [-1.935, -1.955, -2.008], [-0.142, 2.669, 0.485], [0.199, 1.664, 0.541], [-0.359, -0.378, -0.555], [-0.471, 0.917, -0.621], [-1.008, -1.343, -1.400], [2.017, -1.061, 1.860], [1.309, 1.920, 2.278], [-1.317, 1.478, -1.039]],
  "forces_ev_per_a": [[1.5, 0.9, 2.8], [-0.9, -2.4, -5.3], [0.6, -5.0, -1.2], [-0.5, -1.3, 0.7], [-0.8, 1.5, 0.4], [2.7, 1.5, -0.5], [0.1, 1.0, 0.4], [-1.8, -0.4, -1.2], [3.8, -4.2, 0.3], [-0.3, 5.2, 4.2], [-4.6, -1.9, -2.2], [-1.3, 3.9, -0.2], [0.9, 1.6, 2.3], [0.7, -0.3, -0.5]]
}


Record 3
{
  "formula": "C4H13N2O",
  "method": "ωB97M-V/def2-TZVPD",
  "molar_mass_da": 105.16,
  "lumo_energy_ev": -7.41,
  "e_above_lowest_kj_mol": 494.9,
  "gap_ev": 7.61,
  "e_homo_ev": -15.015,
  "e_tot_ha": -344.57836,
  "charge": 1,
  "elements": ["C", "H", "O", "H", "C", "H", "H", "H", "C", "H", "N", "H", "H", "H", "H", "H", "N", "H", "H", "C"],
  "positions_angstrom": [[1.080, -0.454, -0.683], [-2.812, 0.633, -2.481], [0.142, -0.566, 2.455], [-2.151, -0.701, -1.500], [-2.143, 0.383, -1.671], [-0.674, -4.348, 4.178], [2.736, -1.182, 0.072], [-0.271, 2.247, 0.299], [0.111, 0.592, -0.639], [-0.109, -4.433, 4.651], [1.883, -0.708, 0.361], [1.227, -1.010, -1.609], [1.444, -1.175, 1.169], [-0.256, 0.266, -2.718], [-0.678, 1.918, -2.150], [0.130, -0.218, 3.355], [-0.166, 1.240, 0.444], [-2.480, 0.850, -0.741], [0.083, 0.176, 1.820], [-0.689, 0.844, -1.905]],
  "forces_ev_per_a": [[1.4, -1.5, 2.4], [0.0, 0.1, -0.3], [0.2, -0.4, -0.2], [-0.2, 0.2, -0.1], [0.6, -0.3, 1.0], [0.0, 0.0, 0.0], [-0.1, -0.3, 0.1], [-1.6, -0.2, -0.2], [-3.4, 1.6, 0.0], [0.0, 0.0, 0.0], [-0.4, -1.6, -3.0], [0.7, 0.8, -0.3], [-0.2, 1.5, 1.3], [0.1, 0.3, -0.3], [0.1, -0.4, 0.0], [0.0, 0.0, -0.2], [2.9, -0.2, -0.6], [-0.3, 0.0, -0.2], [-0.3, 0.3, 0.8], [0.3, 0.4, -0.4]]
}


Record 4
{
  "formula": "C12H25NO13P4",
  "method": "ωB97M-V/def2-TZVPD",
  "smiles": "N=[PH2]C1=CC(=O)C=C(P(=O)(O)O)C1=O.COP(=O)(OC)OC.COP(=O)(OC)OC",
  "molar_mass_da": 515.22,
  "lumo_energy_ev": -1.40,
  "e_above_lowest_kj_mol": 0.0,
  "gap_ev": 7.15,
  "e_homo_ev": -8.551,
  "e_tot_ha": -2870.57247,
  "charge": 0,
  "elements": ["H", "O", "H", "O", "H", "O", "O", "C", "C", "O", "P", "H", "O", "H", "C", "C", "H", "H", "H", "C", "H", "C", "C", "H", "C", "P", "H", "O", "H", "H", "H", "H", "H", "H", "H", "H", "O", "H", "P", "H", "C", "H", "C", "N", "O", "H", "C", "H", "O", "H", "O", "P", "C", "O", "O"],
  "positions_angstrom": [[2.057, 5.778, 2.525], [-1.265, 2.343, 1.089], [1.425, -2.444, 7.309], [-2.818, -0.263, -4.677], [3.235, 0.651, -2.519], [3.403, -0.648, 3.076], [1.326, -1.614, 3.371], [0.325, 1.495, -0.417], [0.949, 3.157, 1.367], [-2.311, -1.387, -2.542], [2.308, -0.707, 4.296], [1.512, 1.522, -3.712], [2.824, 5.861, 1.941], [-6.129, -1.884, -2.476], [-0.119, 2.340, 0.725], [2.076, -2.286, 6.454], [4.781, -1.569, 1.870], [-5.041, -3.015, -5.360], [-0.553, -1.815, 2.634], [-0.084, -1.611, 3.594], [-0.252, 0.604, -0.648], [4.081, -1.851, 2.652], [-4.275, -3.593, -4.837], [-4.791, -1.391, -1.402], [1.369, 1.863, -1.156], [3.358, 4.466, 1.410], [-3.088, 0.748, -6.437], [2.717, 3.718, -1.649], [0.936, 3.460, 2.407], [-3.405, -3.721, -5.482], [4.638, -2.298, 3.475], [-0.358, -2.397, 4.297], [0.517, -0.656, -3.276], [-4.595, 0.240, -5.658], [-4.676, -4.572, -4.592], [-3.573, -0.951, -6.510], [1.921, 0.724, 4.323], [2.113, -3.204, 5.860], [-3.255, -1.442, -3.660], [-6.004, -0.205, -1.919], [2.099, 3.115, -0.813], [3.369, -2.569, 2.247], [-3.572, -0.055, -5.889], [1.081, -0.572, -2.436], [-4.674, -0.707, -3.369], [3.472, 2.698, 2.578], [-5.436, -1.081, -2.223], [-0.424, -0.644, 3.964], [4.496, 4.625, 0.513], [3.075, -2.039, 6.814], [3.769, 3.613, 2.707], [1.838, 0.802, -2.551], [2.007, 3.515, 0.630], [-3.905, -2.949, -3.601], [1.526, -1.199, 5.680]],
  "forces_ev_per_a": [[0.1, 0.2, 0.1], [-0.3, 0.1, 0.3], [-0.1, 0.1, 0.0], [0.1, -2.3, -1.6], [0.1, 0.6, 0.1], [1.7, -1.8, 2.3], [0.5, -0.3, -0.3], [0.0, -0.1, -0.2], [0.7, 0.1, -0.5], [0.5, -0.4, -0.5], [-5.9, 3.2, -3.4], [0.4, 0.3, 0.1], [-0.5, -0.3, 0.3], [0.0, -0.1, 0.0], [0.1, -0.2, 0.2], [-0.2, -0.1, -0.1], [0.0, 0.1, 0.0], [0.0, 0.0, 0.0], [0.1, 0.0, 0.0], [-0.1, -0.2, 0.1], [0.0, 0.0, -0.1], [0.0, -0.1, -0.2], [-0.2, 0.0, 0.1], [0.0, 0.0, 0.0], [0.3, 0.2, 0.2], [1.8, -0.3, -0.9], [0.1, 0.0, 0.1], [0.1, 0.2, -0.2], [-0.6, -0.2, 0.1], [0.0, 0.0, 0.0], [0.0, 0.0, 0.0], [0.0, 0.0, 0.0], [-0.3, -0.5, 0.3], [0.0, -0.1, 0.1], [0.0, 0.0, 0.1], [0.0, 0.0, 0.0], [0.8, 0.1, 0.5], [0.0, 0.0, 0.0], [-1.8, 2.3, 4.5], [0.0, 0.0, 0.0], [0.0, -0.4, 0.1], [-0.1, 0.0, 0.1], [0.0, 0.2, -0.1], [0.3, 0.4, -0.5], [0.0, 0.2, -0.1], [0.2, -0.1, 0.5], [-0.1, -0.1, -0.1], [0.1, 0.0, 0.0], [-0.1, 0.3, -0.2], [0.0, 0.0, 0.1], [-1.2, 0.0, -0.1], [-0.9, -1.1, 0.0], [0.0, 0.6, 0.6], [1.4, 0.2, -2.5], [3.3, -0.9, 0.7]]
}


Record 5
{
  "formula": "C24H50B2F18Mg3N3O21S6",
  "method": "ωB97M-V/def2-TZVPD",
  "molar_mass_da": 1345.57,
  "lumo_energy_ev": -3.71,
  "gap_ev": 8.52,
  "e_homo_ev": -12.223,
  "e_tot_ha": -7524.84389,
  "charge": 1,
  "elements": ["H", "C", "C", "O", "H", "C", "O", "S", "O", "F", "O", "H", "C", "H", "O", "H", "O", "F", "C", "C", "C", "H", "O", "F", "O", "C", "H", "H", "C", "H", "C", "F", "O", "O", "H", "H", "H", "H", "H", "O", "H", "H", "C", "F", "C", "F", "H", "Mg", "O", "H", "H", "F", "H", "H", "O", "H", "H", "H", "H", "O", "C", "H", "H", "F", "C", "H", "H", "H", "H", "H", "H", "H", "O", "N", "H", "F", "C", "B", "S", "S", "H", "F", "F", "C", "O", "O", "S", "F", "Mg", "H", "C", "C", "B", "H", "O", "C", "F", "F", "C", "N", "Mg", "H", "H", "O", "C", "H", "H", "H", "H", "H", "F", "N", "F", "O", "H", "S", "O", "C", "H", "F", "H", "C", "C", "H", "S", "H", "F"],
  "positions_angstrom": [[3.611, 17.895, -11.917], [3.927, 22.781, -16.382], [3.159, 13.835, -5.537], [7.475, 17.590, -4.308], [3.942, 20.433, -7.971], [3.928, 10.827, -9.908], [3.111, 13.008, -10.351], [0.083, 12.969, -8.771], [3.571, 11.323, -8.683], [10.033, 18.052, -7.753], [7.127, 19.429, -15.495], [4.029, 11.415, -5.282], [9.651, 12.270, -6.451], [3.106, 13.895, -12.240], [1.447, 16.253, -9.866], [5.138, 18.943, -15.545], [4.810, 18.991, -9.100], [0.271, 17.667, -7.168], [6.326, 15.107, -14.748], [7.422, 17.911, -12.507], [3.071, 11.620, -10.841], [6.159, 16.696, -8.289], [9.933, 12.685, -9.792], [8.642, 13.593, -12.316], [9.604, 16.121, -4.520], [7.942, 13.697, -11.220], [4.737, 13.453, -11.591], [5.294, 18.061, -13.281], [4.266, 19.404, -7.818], [5.297, 14.865, -15.015], [4.082, 18.627, -11.260], [7.209, 14.839, -11.361], [9.811, 15.147, -9.837], [9.971, 15.473, -6.898], [8.012, 17.958, -13.423], [7.426, 16.827, -12.388], [3.753, 23.013, -15.332], [2.857, 14.819, -5.893], [3.794, 17.220, -9.572], [7.951, 18.424, -11.289], [3.921, 14.828, -10.951], [5.147, 15.106, -7.338], [6.605, 15.092, -3.794], [9.328, 13.063, -5.437], [9.487, 18.069, -6.558], [10.632, 12.678, -7.206], [3.502, 18.876, -7.247], [3.048, 13.355, -8.418], [-0.786, 15.703, -9.173], [9.945, 18.970, -11.581], [7.422, 21.017, -16.698], [7.670, 14.966, -2.983], [9.816, 18.115, -10.084], [3.742, 14.862, -8.266], [5.463, 16.941, -5.597], [2.614, 10.988, -5.970], [5.181, 19.464, -7.229], [9.685, 17.256, -11.684], [6.433, 22.808, -15.435], [7.015, 12.406, -6.783], [6.039, 18.537, -12.644], [3.432, 11.446, -11.854], [4.221, 13.888, -5.297], [6.448, 13.935, -4.444], [3.739, 18.272, -9.853], [4.975, 10.828, -10.212], [6.434, 17.223, -9.943], [7.489, 17.030, -16.380], [5.896, 19.202, -17.030], [3.944, 23.664, -17.021], [7.980, 21.284, -15.056], [7.478, 17.780, -8.737], [6.275, 16.522, -14.695], [8.086, 13.937, -8.558], [3.588, 9.791, -9.920], [-1.136, 11.998, -11.171], [6.088, 18.767, -16.049], [6.915, 16.908, -9.030], [0.628, 15.567, -8.860], [8.089, 12.339, -7.731], [5.891, 16.631, -16.722], [10.331, 18.688, -5.660], [2.093, 16.813, -6.947], [3.518, 11.536, -6.237], [5.462, 18.548, -11.329], [8.015, 11.080, -8.555], [6.815, 16.572, -5.147], [7.263, 12.632, -11.017], [6.687, 18.797, -9.855], [2.552, 13.631, -4.655], [6.484, 17.171, -15.984], [9.426, 18.140, -11.102], [4.775, 14.559, -8.191], [5.451, 14.773, -9.005], [0.669, 11.660, -8.690], [6.002, 21.808, -15.467], [8.328, 18.645, -6.496], [0.383, 13.493, -11.342], [0.868, 16.485, -7.125], [7.563, 15.868, -6.319], [6.883, 15.210, -7.899], [2.056, 11.227, -10.780], [2.906, 22.464, -16.592], [3.080, 12.882, -6.599], [4.200, 10.881, -7.470], [7.099, 14.832, -15.466], [4.886, 13.500, -8.015], [6.539, 14.758, -13.738], [4.078, 9.809, -7.314], [5.396, 21.454, -14.633], [-1.571, 14.077, -10.860], [1.392, 14.180, -8.573], [5.563, 15.265, -2.983], [-1.026, 13.235, -7.849], [7.602, 16.107, -9.254], [9.097, 13.864, -9.682], [5.037, 21.864, -16.480], [3.742, 13.833, -11.357], [6.125, 19.576, -12.963], [0.453, 15.688, -6.171], [2.724, 18.580, -9.602], [-0.658, 13.114, -10.654], [7.200, 20.809, -15.651], [3.612, 19.557, -11.581], [9.257, 16.274, -5.942], [5.279, 10.992, -7.572], [9.823, 11.099, -5.921]],
  "forces_ev_per_a": [[0.2, -0.3, -0.2], [0.0, 0.1, 1.3], [0.9, 0.7, 0.2], [-0.8, -1.7, -2.1], [-0.3, 0.0, 0.1], [-0.3, -1.5, -0.9], [0.7, -0.8, -2.9], [-2.7, 0.2, 2.0], [-0.1, 1.2, 3.1], [-0.3, 0.4, 0.0], [1.6, 0.9, 2.6], [1.0, 0.9, -0.4], [-1.6, 1.0, -1.0], [0.1, 0.0, 0.0], [0.2, -0.2, 1.4], [-0.2, -0.2, 0.5], [-2.8, -0.8, 0.8], [-1.6, -0.1, 0.1], [-0.5, 1.0, -0.2], [-0.8, -1.7, -0.5], [-0.3, -0.2, 0.3], [-2.7, 0.6, 2.0], [-1.3, 0.8, 0.6], [0.5, -0.3, -0.9], [-0.8, 0.7, -3.3], [2.8, 2.2, 1.8], [-0.1, -0.3, -0.1], [0.8, -0.4, -0.2], [2.0, 2.0, 0.5], [0.2, -1.1, -0.4], [-2.0, -1.1, -0.4], [-0.7, -0.8, 0.3], [-1.7, -1.6, 0.1], [-0.1, 0.7, 0.2], [0.3, 1.3, 0.2], [-0.7, -0.1, 0.2], [0.6, 0.7, 0.2], [0.0, -0.2, -0.3], [0.3, -0.1, -0.3], [2.8, 0.7, 0.5], [-0.4, 0.0, 0.1], [0.7, 1.5, 3.5], [0.7, 0.4, 0.2], [0.3, 0.5, -0.7], [1.7, -0.7, 3.0], [0.9, 0.0, 0.9], [0.2, -0.9, -0.9], [0.6, -2.8, -1.0], [1.6, -1.2, 1.3], [-0.1, 0.1, -0.1], [0.6, -0.1, -0.4], [-0.4, 0.3, -0.9], [-1.0, -0.4, 0.1], [-2.6, 2.6, -0.7], [1.5, -1.0, 0.2], [-0.4, -0.1, -0.6], [-0.3, 0.0, 0.7], [-0.2, -0.2, 0.5], [0.3, 0.0, 0.9], [-0.8, 1.2, 0.2], [-0.1, 0.4, -0.2], [-0.1, 0.8, -0.1], [-0.1, 0.2, 0.5], [-0.1, 0.0, -0.2], [0.9, 0.5, 0.5], [0.4, 0.4, 0.7], [-2.0, -1.8, -2.8], [0.5, 0.3, 0.6], [0.1, -0.8, -0.7], [1.1, 0.2, 0.2], [0.2, -0.8, 0.2], [2.9, 2.8, 2.3], [0.8, 2.2, -0.5], [-0.1, -5.2, 2.9], [0.2, -0.3, -0.4], [0.3, -0.4, 1.0], [-0.8, -2.7, -0.3], [-0.4, 0.4, -0.8], [0.5, 4.2, -1.1], [-0.6, -3.8, -0.2], [-0.5, 0.1, -0.1], [-1.0, -0.8, -1.6], [3.4, -0.4, 0.4], [-1.0, -0.4, -1.0], [0.6, 0.5, -1.2], [0.7, 3.9, 1.4], [-4.2, 1.7, 5.1], [-2.1, -1.3, -0.2], [-0.7, 2.4, -0.2], [-0.1, -0.6, -0.2], [-1.3, 0.9, -0.6], [-0.2, 0.8, -1.5], [0.8, 0.2, -0.1], [1.4, 0.8, -3.8], [0.8, 0.5, -0.6], [-1.0, -0.8, 0.7], [-0.7, 1.3, -1.1], [1.7, 0.0, -0.9], [-1.5, -0.3, -2.5], [4.5, 2.5, 3.3], [-1.3, -2.0, 0.4], [-0.1, 0.5, 0.1], [0.3, -1.7, -0.7], [-0.1, -1.3, 2.1], [0.4, -0.8, 0.5], [-0.2, -0.6, 0.1], [0.7, -3.6, 0.7], [0.1, -0.1, -0.2], [-0.3, -0.2, -0.3], [0.5, 0.7, 1.2], [0.1, -1.2, 0.9], [-6.5, -1.0, -0.8], [-0.3, 0.4, -0.6], [2.0, -0.1, -1.8], [2.5, -1.9, -1.1], [5.0, 2.1, -5.5], [-1.3, -0.7, -2.7], [0.1, 0.5, 0.4], [0.1, 0.1, -0.1], [-0.5, 0.1, 0.4], [0.2, 0.4, 0.3], [-0.8, 1.6, 0.0], [-1.0, 2.3, -2.1], [0.6, 0.6, 0.2], [1.5, -3.0, 1.1], [0.0, 0.7, 0.3], [0.1, -0.9, -0.8]]
}


Record 6
{
  "formula": "C2H7O2P",
  "method": "ωB97M-V/def2-TZVPD",
  "molar_mass_da": 94.05,
  "lumo_energy_ev": 0.84,
  "e_above_lowest_kj_mol": 147.0,
  "gap_ev": 10.96,
  "e_homo_ev": -10.122,
  "e_tot_ha": -572.19647,
  "charge": 0,
  "elements": ["P", "H", "C", "O", "H", "H", "H", "O", "H", "C", "H", "H"],
  "positions_angstrom": [[-1.163, 0.776, -0.012], [-1.478, -1.093, -0.135], [0.889, 0.368, -1.728], [-0.260, 0.958, -1.282], [1.637, 0.356, -0.945], [-0.383, 1.938, 2.010], [1.148, 1.050, -2.499], [-2.328, 1.630, -0.079], [0.798, -0.718, -2.299], [-0.093, 1.140, 1.369], [0.040, 0.278, 1.929], [0.876, 1.444, 1.013]],
  "forces_ev_per_a": [[-0.1, -3.1, -0.3], [0.7, 3.4, 0.5], [0.7, -2.6, -1.7], [-1.7, 0.3, 0.0], [0.4, -0.3, 0.0], [-0.9, 0.5, 0.3], [1.1, 0.3, -0.8], [-1.2, 0.3, 0.0], [-0.2, 2.5, 1.9], [0.5, 0.5, -0.7], [0.3, -1.7, 1.3], [0.5, -0.1, -0.5]]
}


Record 7
{
  "formula": "H16O8",
  "method": "ωB97M-V/def2-TZVPD",
  "smiles": "O.O.O.O.O.O.O.O",
  "molar_mass_da": 144.12,
  "lumo_energy_ev": 0.03,
  "e_above_lowest_kj_mol": 228.5,
  "gap_ev": 10.82,
  "e_homo_ev": -10.789,
  "e_tot_ha": -611.49559,
  "charge": 0,
  "elements": ["H", "H", "H", "O", "H", "O", "H", "H", "O", "O", "H", "H", "H", "H", "O", "O", "O", "H", "H", "H", "H", "H", "O", "H"],
  "positions_angstrom": [[0.049, -0.101, 0.799], [-3.244, 0.291, -0.484], [-0.604, 2.270, -1.895], [-0.177, -2.731, -0.818], [-1.767, 2.148, -1.135], [0.045, -0.088, -0.139], [0.387, -1.374, 2.359], [-0.618, 2.074, 2.599], [0.236, 2.054, 2.942], [2.936, 0.045, -0.250], [-0.558, 0.589, -0.466], [2.717, -2.617, -2.558], [3.185, -0.826, 0.030], [0.276, 0.085, 2.852], [-3.279, 1.065, -1.037], [-0.208, -0.667, 2.523], [1.921, -2.026, -2.572], [1.992, 0.053, -0.200], [-4.122, 1.473, -0.916], [0.709, 2.274, 2.133], [1.863, -1.800, -1.678], [-0.038, -1.814, -1.036], [-0.867, 2.331, -0.962], [-0.831, -2.709, -0.093]],
  "forces_ev_per_a": [[-0.6, 0.0, 1.6], [-0.1, -0.4, 0.3], [0.9, 0.3, 0.3], [-0.6, -1.1, 0.8], [-2.4, -0.3, 0.6], [0.5, -0.4, -1.9], [0.9, -1.0, 0.0], [-2.8, 0.0, -0.4], [2.2, -0.1, 0.3], [1.0, 0.5, -0.1], [0.2, 0.6, 0.2], [-1.1, 0.8, -0.4], [0.3, -0.6, 0.2], [0.5, 0.7, 0.5], [0.8, 0.1, -0.5], [-1.3, 0.2, -0.2], [1.7, -1.5, -2.1], [-1.4, 0.2, -0.1], [-0.9, 0.3, 0.2], [0.7, 0.2, 0.0], [-0.3, 0.8, 2.2], [-0.1, 0.7, 0.0], [1.4, 0.3, -1.0], [0.5, 0.1, -0.6]]
}